Run P
Entry from OMol25: a 2-piece molecular cluster, C6H15NO overall (ωB97M-V/def2-TZVPD).

CARTESIAN COORDINATES (ANGSTROEM)
C  1.1011  0.1861  1.8249
C  -0.2329  0.5607  1.1464
C  -0.2692  0.1710  -0.3027
C  -1.0271  -0.8456  -0.7499
N  -1.8097  -1.6494  0.1473
C  0.5700  0.8777  -1.3560
C  0.0878  2.3411  -1.4204
H  1.6569  -0.5477  1.2488
H  0.8501  -0.2359  2.7975
H  1.7105  1.0508  2.0334
H  -0.4788  1.6199  1.3069
H  -1.1002  0.1315  1.6527
H  -1.0434  -1.2055  -1.7733
H  -2.5452  -1.1397  0.6212
H  -2.2776  -2.3789  -0.3753
H  0.3802  0.3324  -2.2880
H  1.6419  0.7309  -1.1613
H  0.5748  3.0254  -2.1086
H  -0.9993  2.2976  -1.4609
H  0.3586  2.7883  -0.4585
O  0.8881  -3.0674  0.2900
H  0.2343  -2.3603  0.2627
H  1.7289  -2.6832  0.1234

Calculated values
- HOMO energy (eV) = -8.4

Here are the natural (NBO) charges for atoms 1 to 5, given in e: C -0.607; C -0.451; C -0.028; C -0.047; N -0.859

=====

Run Q
Entry from OMol25: a 2-piece molecular cluster, C6H15NO overall (ωB97M-V/def2-TZVPD).

CARTESIAN COORDINATES (ANGSTROEM)
C  1.3417  1.0433  0.6241
C  0.3020  0.2282  -0.0996
C  0.3560  -1.0926  0.5988
C  -0.8716  -1.1411  1.5281
C  -1.8318  -0.3665  0.5051
N  -1.0636  0.8445  0.2308
C  -1.5530  1.7728  -0.7837
H  1.2339  1.0360  1.7198
H  1.2444  2.1182  0.3665
H  2.3517  0.7187  0.3390
H  0.5156  0.2420  -1.1975
H  1.1890  -1.4504  1.1581
H  0.3012  -1.7625  -0.3240
H  -1.2490  -2.1457  1.7229
H  -0.7988  -0.7063  2.5328
H  -2.8151  -0.1744  0.9552
H  -1.7651  -1.0292  -0.4028
H  -1.6332  1.2585  -1.7729
H  -1.0309  2.7712  -0.8409
H  -2.6053  2.0769  -0.6100
O  3.0039  -1.1133  -2.0886
H  2.1517  -1.1951  -2.5922
H  3.2266  -1.9331  -1.5689

Calculated values
- HOMO energy (eV) = -8.3

Here are the natural (NBO) charges for atoms 1 to 5, given in e: C -0.601; C -0.064; C -0.428; C -0.402; C -0.216

=====

Run R
Entry from OMol25: a 2-piece molecular cluster, C6H15NO overall (ωB97M-V/def2-TZVPD).

CARTESIAN COORDINATES (ANGSTROEM)
C  0.2781  2.5981  -1.4053
C  0.8485  1.2018  -1.1400
C  0.4243  0.6759  0.2191
C  1.0590  1.3300  1.4149
C  -0.5377  -0.2308  0.3868
C  -0.9520  -0.8174  1.7061
N  -1.2718  -0.8109  -0.6767
H  0.5337  3.2510  -0.5786
H  -0.8122  2.5322  -1.4141
H  0.6314  3.0120  -2.3481
H  0.5566  0.5004  -1.9201
H  1.9412  1.1965  -1.1326
H  0.9694  0.6967  2.2907
H  2.1382  1.4630  1.2504
H  0.6840  2.3397  1.5694
H  -0.0922  -1.0791  2.3308
H  -1.5134  -0.1176  2.3166
H  -1.4453  -1.7687  1.5202
H  -1.0224  -0.4951  -1.6022
H  -2.2710  -0.8243  -0.5492
O  0.1246  -3.4469  -0.2822
H  0.8648  -3.9772  -0.5979
H  0.1756  -2.6639  -0.8452

Calculated values
- HOMO energy (eV) = -7.8

Here are the natural (NBO) charges for atoms 1 to 5, given in e: C -0.600; C -0.410; C -0.081; C -0.631; C 0.188

=====

Stability verdict: run R, ahead by 0.0141 hartree

=====

Run P
Entry from OMol25: one molecule with the formula C6H15NO (ωB97M-V/def2-TZVPD).

CARTESIAN COORDINATES (ANGSTROEM)
C  -1.6825  -1.0804  -2.5353
C  -0.5826  -0.8006  -1.4870
C  -1.2214  -0.0789  -0.2720
N  -0.1248  0.6552  0.4097
C  -0.6244  1.8047  1.1411
C  0.7331  -0.1887  1.2392
C  2.2039  0.1589  0.9069
O  2.9907  -0.9015  1.4341
H  -2.1242  -0.1338  -2.7965
H  -1.2083  -1.5736  -3.3693
H  -2.4902  -1.7253  -2.1571
H  0.1906  -0.1192  -1.8068
H  -0.1597  -1.7592  -1.2488
H  -1.6407  -0.7618  0.4776
H  -1.8851  0.7133  -0.6039
H  -1.0021  1.5472  2.1876
H  -1.4320  2.2895  0.6150
H  0.1764  2.5131  1.3995
H  0.5695  -1.2541  1.1225
H  0.6245  0.1391  2.2965
H  2.3045  0.1379  -0.1870
H  2.6159  1.1195  1.2656
H  3.7690  -0.7012  1.9684

Calculated values
- HOMO energy (eV) = -8.3

Here are the natural (NBO) charges for atoms 1 to 5, given in e: C -0.603; C -0.408; C -0.208; N -0.458; C -0.406

=====

Run Q
Entry from OMol25: a 2-piece molecular cluster, C6H15NO overall (ωB97M-V/def2-TZVPD).

CARTESIAN COORDINATES (ANGSTROEM)
C  -2.2390  -0.5594  -0.4371
C  -1.3252  -0.1742  0.6974
C  -0.8650  1.0816  0.9415
C  -0.3544  1.4962  2.2880
N  -0.5847  1.9603  -0.0847
H  -2.0141  0.0078  -1.3413
H  -2.1184  -1.6201  -0.6625
H  -3.2912  -0.4008  -0.1835
H  -1.4197  -0.8232  1.5584
H  0.7309  1.3359  2.3401
H  -0.8251  0.9285  3.0811
H  -0.5350  2.5502  2.4685
H  -0.5351  1.5114  -1.0034
H  0.2220  2.5476  0.0716
C  1.6525  -1.9733  -1.2832
C  1.3233  -0.4967  -1.1174
O  2.2234  0.1775  -0.2540
H  2.6643  -2.1169  -1.6711
H  0.9586  -2.4342  -1.9824
H  1.5795  -2.4811  -0.3226
H  1.3351  -0.0103  -2.1055
H  0.2906  -0.4292  -0.5225
H  3.1267  -0.0778  -0.4753

Calculated values
- HOMO energy (eV) = -7.6

Here are the natural (NBO) charges for atoms 1 to 5, given in e: C -0.633; C -0.352; C 0.229; C -0.653; N -0.817

=====

Stability verdict: run Q, ahead by 0.0055 hartree

=====

Run P
Entry from OMol25: a 2-piece molecular cluster, C6H15NO3 overall (ωB97M-V/def2-TZVPD).

CARTESIAN COORDINATES (ANGSTROEM)
C  3.8709  0.9007  0.8800
O  3.2608  -0.3454  0.6292
C  2.7116  -0.4426  -0.6629
C  2.0126  -1.7844  -0.8695
C  2.8685  -2.9437  -0.3709
N  0.6061  -1.7559  -0.3885
C  0.4949  -1.5794  1.0664
C  -0.4310  -2.6609  -1.3486
O  -1.2440  -2.6991  -2.2674
H  4.2473  0.8833  1.9095
H  4.7126  1.0698  0.1888
H  3.1475  1.7261  0.7652
H  1.9941  0.3821  -0.8294
H  3.5017  -0.3400  -1.4276
H  1.9520  -1.8815  -1.9635
H  2.9827  -2.9377  0.7205
H  2.4343  -3.9098  -0.6561
H  3.8728  -2.8747  -0.8085
H  0.6036  -0.5067  1.2539
H  -0.4814  -1.9452  1.3992
H  1.2500  -2.1057  1.6639
H  -0.0689  -3.6874  -1.1066
O  -1.6128  -0.1063  -1.0211
H  -0.4358  -0.0688  -0.9177
H  -1.3446  -0.6170  -0.0184

Calculated values
- HOMO energy (eV) = -8.8

Here are the natural (NBO) charges for atoms 1 to 5, given in e: C -0.246; O -0.553; C -0.065; C -0.067; C -0.633

=====

Run Q
Entry from OMol25: a 2-piece molecular cluster, C6H15NO3 overall (ωB97M-V/def2-TZVPD).

CARTESIAN COORDINATES (ANGSTROEM)
C  0.9572  3.0407  1.1813
O  0.4643  2.1980  0.1709
C  -0.1929  1.0353  0.6297
C  -1.6322  1.3343  1.0288
C  -0.0824  0.0050  -0.5048
C  1.3683  -0.3198  -0.8502
N  -0.8150  -1.2047  -0.1607
C  -1.5132  -1.9538  -1.0620
O  -1.6537  -1.6765  -2.2468
H  1.4803  3.8706  0.6922
H  0.1501  3.4558  1.8075
H  1.6675  2.5027  1.8325
H  0.3526  0.6403  1.5096
H  -2.0978  0.4595  1.5011
H  -1.6697  2.1531  1.7588
H  -2.2191  1.6301  0.1460
H  -0.5796  0.4334  -1.3869
H  1.4100  -1.0608  -1.6593
H  1.8992  0.5865  -1.1638
H  1.8836  -0.7428  0.0250
H  -0.7095  -1.5848  0.7720
H  -2.0227  -2.8187  -0.5941
O  1.2876  -4.0758  -1.5171
H  0.9943  -3.2229  -1.1400
H  1.2726  -4.6848  -0.7698

Calculated values
- HOMO energy (eV) = -9.9

Here are the natural (NBO) charges for atoms 1 to 5, given in e: C -0.246; O -0.540; C 0.107; C -0.637; C -0.079

=====

Run R
Entry from OMol25: a 3-piece molecular cluster, C6H15NO3 overall (ωB97M-V/def2-TZVPD).

CARTESIAN COORDINATES (ANGSTROEM)
C  0.4532  -0.7318  1.4167
N  0.3496  0.3200  0.4324
C  -0.9170  0.2015  -0.4241
C  -0.5239  -0.6111  -1.6766
C  0.9119  -0.2102  -1.9424
C  1.3634  0.4355  -0.6143
C  1.3554  1.9936  -1.1144
O  0.6390  2.7714  -0.5637
H  1.2624  -1.4624  1.2805
H  -0.4796  -1.2741  1.5890
H  0.8504  -0.2554  2.3461
H  -1.0649  1.2539  -0.6173
H  -1.7718  -0.2081  0.1193
H  -1.2511  -0.7293  -2.4755
H  -0.4056  -1.6634  -1.3216
H  0.8942  0.4216  -2.8526
H  1.5748  -0.9536  -2.4026
H  2.3089  0.1100  -0.2359
H  2.0897  2.1286  -1.9159
O  -1.8545  -2.9994  1.4363
H  -1.5078  -3.0022  2.3178
H  -2.6414  -2.4266  1.4606
O  -0.6235  2.0797  2.2736
H  -0.7959  3.0182  2.0686
H  -0.2158  1.7938  1.4159

Calculated values
- HOMO energy (eV) = -8.8

Here are the natural (NBO) charges for atoms 1 to 5, given in e: C -0.431; N -0.468; C -0.226; C -0.436; C -0.445

=====

Stability verdict: run Q, ahead by 0.0648 hartree

=====

Run P
Entry from OMol25: an isolated ion of composition C4H9N2 and charge +1 (ωB97M-V/def2-TZVPD).

CARTESIAN COORDINATES (ANGSTROEM)
C  -1.3516  1.5139  0.9270
N  -0.2568  1.2814  -0.3161
N  0.3071  0.0054  -0.2838
C  1.1264  -0.0478  -1.4983
C  -0.5054  -1.1484  0.2952
C  0.6102  -0.5959  0.9951
H  -1.7954  2.5732  0.9892
H  -1.7847  0.7271  1.4272
H  0.8554  -0.9293  -2.0803
H  0.7508  0.8303  -2.0719
H  2.1049  -0.0417  -1.2888
H  -0.5709  -2.1312  -0.3048
H  -1.4381  -0.8682  0.3834
H  0.4725  0.0682  1.8797
H  1.4756  -1.2370  0.9472

Calculated values
- net charge = +1
- HOMO energy (alpha / beta) (eV) = -14.7 / -15.1

Here are the natural (NBO) charges for atoms 1 to 5, given in e: C -0.060; N -0.182; N -0.118; C -0.393; C -0.185

=====

Run Q
Entry from OMol25: a 2-piece molecular cluster, C4H9N2 overall (ωB97M-V/def2-TZVPD).

CARTESIAN COORDINATES (ANGSTROEM)
C  0.6282  -1.1050  -0.0697
C  -0.6836  -0.8706  0.0506
C  2.5299  0.4171  -0.4849
C  -2.7320  0.3770  0.3638
N  3.3648  0.0962  0.4272
N  -1.4110  0.2225  -0.1814
H  1.1615  -1.9245  -0.5053
H  -1.2122  -1.7212  0.4699
H  2.9470  1.1677  -1.2052
H  -3.3481  -0.4410  0.4833
H  -2.7491  0.9726  1.3013
H  -3.4130  0.8917  -0.3080
H  3.1748  -0.5829  1.2731
H  4.3430  0.6044  0.3760
H  -1.2684  1.0405  -0.7555

Calculated values
- net charge = +1
- HOMO energy (eV) = -12.9

Here are the natural (NBO) charges for atoms 1 to 5, given in e: C -0.073; C -0.032; C 0.135; C -0.439; N -0.705

=====

Stability verdict: run Q, ahead by 0.0398 hartree